Version 1
This record from the Open Molecules 2025 dataset describes a molecular structure, C31H44BrHgN3P2. The level of theory is the ωB97M-V functional and the def2-TZVPD basis.

```
82
Properties=species:S:1:pos:R:3:mulliken_charge:R:1
N 2.19 -9.28 -0.39 -0.549
C 1.02 -8.97 0.21 -0.312
C 0.55 -7.66 0.26 -0.539
C 1.33 -6.61 -0.32 0.682
C 2.52 -6.97 -0.97 -0.396
C 2.92 -8.32 -0.98 -0.367
C 0.87 -5.21 -0.27 -0.212
Hg 0.20 1.27 -0.97 1.154
P -1.65 3.78 -2.72 -0.245
C 1.36 -4.10 -0.93 -0.815
C 0.64 -2.87 -0.86 0.636
C 0.56 -1.95 -1.93 -0.563
C -0.68 -1.43 -2.24 -1.065
C -1.72 -1.84 -1.38 -0.357
C -1.34 -1.84 -0.03 -0.324
C -0.18 -2.53 0.24 -0.797
Br -3.46 -1.97 -2.00 -0.017
H -0.08 -5.10 0.28 0.378
H 2.24 -4.17 -1.59 0.332
H -0.38 -7.46 0.79 0.357
H 3.18 -6.21 -1.39 0.302
H 0.48 -9.80 0.68 0.361
H 3.87 -8.63 -1.46 0.351
H 1.42 -1.86 -2.57 0.592
H 0.10 -2.81 1.22 1.077
H -0.94 -0.79 -3.07 0.924
H -1.92 -1.25 0.69 0.402
P 1.89 1.49 0.69 -0.127
C -2.74 2.33 -2.66 0.592
C -3.85 2.42 -3.74 -1.313
H -3.17 2.32 -1.65 0.347
H -2.11 1.43 -2.78 -0.544
H -4.59 1.64 -3.53 0.374
H -4.33 3.41 -3.74 0.372
H -3.44 2.28 -4.75 0.330
C -0.06 3.25 -3.40 0.755
C 0.59 4.31 -4.29 -1.468
H -0.25 2.31 -3.94 0.339
H 0.63 3.05 -2.56 -0.835
H 1.46 3.87 -4.79 0.408
H -0.11 4.71 -5.02 0.393
H 0.94 5.15 -3.68 0.348
C -1.48 4.39 -1.02 0.173
C -2.51 5.50 -0.67 -1.393
H -0.46 4.78 -0.93 0.281
H -1.61 3.51 -0.36 0.014
H -2.23 5.97 0.29 0.390
H -2.53 6.27 -1.46 0.385
H -3.52 5.11 -0.57 0.327
C 1.49 2.57 2.08 -0.002
C 2.68 2.79 3.02 -1.145
H 0.62 2.17 2.62 0.048
H 1.14 3.53 1.65 0.441
H 2.73 2.02 3.80 0.323
H 3.62 2.77 2.45 0.309
H 2.60 3.79 3.49 0.410
C 3.14 2.17 -0.43 -0.424
C 3.59 1.10 -1.45 -1.091
H 3.99 2.62 0.12 0.554
H 2.66 3.00 -0.98 0.217
H 4.20 0.31 -0.98 0.325
H 2.75 0.59 -1.95 0.222
H 4.20 1.57 -2.24 0.396
C 2.35 -0.20 1.20 -0.068
C 1.66 -0.74 2.45 -1.068
H 3.45 -0.23 1.30 0.622
H 2.08 -0.86 0.35 -0.028
H 1.94 -1.79 2.55 0.445
H 1.98 -0.23 3.37 0.379
H 0.56 -0.68 2.39 0.047
N -4.95 2.58 6.20 -0.383
C -4.20 1.92 5.58 -0.199
C -3.29 1.15 4.78 0.735
C -1.92 1.32 4.92 -0.585
C -1.06 0.60 4.08 -0.435
N -1.52 -0.19 3.11 -0.150
C -2.84 -0.42 3.02 -0.409
C -3.76 0.23 3.85 -0.772
H -1.52 2.01 5.66 0.468
H 0.02 0.70 4.20 0.557
H -3.20 -1.14 2.27 0.644
H -4.83 0.06 3.74 0.477
```

The LUMO energy (spin up / spin down) comes out at -8.91 / -8.91 eV. Its charge is +2. As for the spin multiplicity: 1. The calculation puts the highest occupied orbital energy (spin up / spin down) at -12.729 / -12.729 eV.

---

Version 2
This record from the Open Molecules 2025 dataset describes a molecular structure, C31H44BrHgN3P2. The level of theory is the ωB97M-V functional and the def2-TZVPD basis.

```
82
Properties=species:S:1:pos:R:3:mulliken_charge:R:1
N 6.32 -7.90 0.54 -0.546
C 5.18 -7.85 1.25 -0.326
C 4.24 -6.84 1.07 -0.514
C 4.47 -5.83 0.10 0.578
C 5.65 -5.96 -0.68 -0.397
C 6.54 -7.03 -0.43 -0.366
C 3.53 -4.74 -0.10 -0.203
Hg 0.35 0.28 -2.13 1.068
P -2.48 1.49 -4.07 -0.270
C 3.49 -3.80 -1.10 -0.729
C 2.31 -2.98 -1.19 0.889
C 1.78 -2.68 -2.49 -0.737
C 0.40 -2.89 -2.60 -0.945
C -0.30 -3.27 -1.42 -0.060
C 0.15 -2.67 -0.19 -0.117
C 1.52 -2.67 -0.01 -0.591
Br -1.88 -4.14 -1.44 -0.009
H 2.72 -4.77 0.63 0.405
H 4.25 -3.72 -1.89 0.340
H 3.37 -6.83 1.74 0.340
H 5.94 -5.20 -1.41 0.279
H 5.05 -8.64 2.00 0.370
H 7.46 -7.14 -1.01 0.364
H 2.43 -2.33 -3.29 0.608
H 1.98 -2.43 0.94 1.009
H -0.15 -2.74 -3.53 0.656
H -0.62 -2.34 0.54 -0.193
P 1.99 1.77 -1.12 -0.104
C -2.90 -0.15 -3.42 0.621
C -4.04 -0.75 -4.23 -1.407
H -3.25 0.04 -2.39 0.319
H -2.01 -0.80 -3.47 -0.523
H -4.45 -1.63 -3.74 0.388
H -4.85 -0.02 -4.34 0.392
H -3.74 -1.05 -5.24 0.343
C -0.90 1.39 -4.98 0.734
C -0.85 2.27 -6.24 -1.421
H -0.78 0.32 -5.24 0.287
H -0.11 1.74 -4.29 -0.690
H 0.05 2.03 -6.80 0.409
H -1.72 2.13 -6.89 0.387
H -0.80 3.33 -5.97 0.344
C -2.41 2.63 -2.65 0.188
C -3.75 3.36 -2.43 -1.443
H -1.63 3.35 -2.93 0.258
H -2.13 2.05 -1.76 0.046
H -3.60 4.17 -1.72 0.404
H -4.12 3.78 -3.36 0.393
H -4.54 2.73 -2.02 0.333
C 1.40 3.03 0.03 -0.033
C 2.46 3.95 0.62 -1.179
H 0.83 2.51 0.83 0.043
H 0.68 3.63 -0.55 0.446
H 2.90 3.56 1.55 0.330
H 3.29 4.15 -0.06 0.284
H 1.99 4.91 0.87 0.428
C 2.82 2.47 -2.59 -0.373
C 3.52 1.38 -3.38 -1.083
H 3.51 3.27 -2.26 0.517
H 2.02 2.94 -3.18 0.328
H 4.42 1.04 -2.85 0.327
H 2.86 0.51 -3.54 0.224
H 3.79 1.75 -4.37 0.403
C 3.11 0.61 -0.26 -0.329
C 2.82 0.27 1.21 -0.928
H 4.12 1.04 -0.37 0.610
H 3.09 -0.33 -0.83 0.099
H 3.50 -0.55 1.50 0.434
H 3.02 1.12 1.88 0.355
H 1.78 -0.06 1.36 -0.011
N -4.17 2.10 5.35 -0.386
C -3.30 1.59 4.75 -0.179
C -2.22 0.97 4.01 0.715
C -1.01 1.64 3.80 -0.662
C -0.05 1.06 2.97 -0.297
N -0.26 -0.11 2.34 -0.131
C -1.37 -0.80 2.59 -0.399
C -2.39 -0.29 3.42 -0.813
H -0.81 2.63 4.21 0.462
H 0.92 1.54 2.81 0.486
H -1.46 -1.79 2.14 0.690
H -3.30 -0.88 3.56 0.458
```

The LUMO energy (spin up / spin down) comes out at -9.11 / -9.11 eV. Its charge is +2. As for the spin multiplicity: 1. The calculation puts the highest occupied orbital energy (spin up / spin down) at -12.716 / -12.716 eV.

---

Least stable structure: version 1

---

Version 1
This record from the Open Molecules 2025 dataset describes a single CHOPS molecule. The level of theory is the ωB97M-V functional and the def2-TZVPD basis.

```
5
Properties=species:S:1:pos:R:3:nbo_charge:R:1
C 0.06 -0.17 -0.70 0.132
O 0.32 0.72 -1.46 -0.490
P -1.19 0.22 0.62 0.571
S 0.22 0.19 2.00 -0.337
H 0.60 -0.96 -0.46 0.124
```

The LUMO energy comes out at -1.94 eV. As for the spin multiplicity: 1. The calculation puts the highest occupied orbital energy at -9.121 eV.

---

Version 2
This record from the Open Molecules 2025 dataset describes a single CHOPS molecule. The level of theory is the ωB97M-V functional and the def2-TZVPD basis.

```
5
Properties=species:S:1:pos:R:3:nbo_charge:R:1
C 0.51 0.69 -0.37 -0.413
O -0.13 -2.06 -0.30 -1.048
P -0.67 -0.70 -0.05 1.195
S 0.72 2.21 -0.42 0.356
H -0.43 -0.15 1.14 -0.089
```

The LUMO energy (spin up / spin down) comes out at -1.90 / -1.90 eV. As for the spin multiplicity: 1. The calculation puts the highest occupied orbital energy (spin up / spin down) at -8.759 / -8.758 eV.

---

Least stable structure: version 2

---

Version 1
This record from the Open Molecules 2025 dataset describes 2 unconnected molecules or ions with the total composition C2H7OS. The level of theory is the ωB97M-V functional and the def2-TZVPD basis.

```
11
Properties=species:S:1:pos:R:3:nbo_charge:R:1
C 1.13 -0.93 -0.24 -0.619
C -0.37 -0.79 -0.46 -0.504
S -1.41 -2.12 0.21 -0.718
H 1.67 -0.20 -0.86 0.165
H 1.37 -0.83 0.81 0.198
H 1.45 -1.89 -0.62 0.201
H -0.72 0.17 -0.07 0.121
H -0.60 -0.70 -1.51 0.167
H -0.47 3.12 0.96 0.453
H -0.99 1.75 0.55 0.480
O -1.08 2.44 1.24 -0.943
```

The LUMO energy comes out at 3.65 eV. Its charge is -1. As for the spin multiplicity: 1. The calculation puts the highest occupied orbital energy at -2.204 eV.

---

Version 2
This record from the Open Molecules 2025 dataset describes 2 unconnected molecules or ions with the total composition C2H7OS. The level of theory is the ωB97M-V functional and the def2-TZVPD basis.

```
11
Properties=species:S:1:pos:R:3:nbo_charge:R:1
O -2.12 1.82 1.13 -0.982
H -1.87 2.72 0.89 0.450
C -0.65 -0.54 -1.12 -1.136
S 0.47 0.37 -0.18 0.070
C 1.73 -0.89 0.41 -0.801
H -0.35 -0.93 -2.09 0.159
H -1.71 -0.54 -0.93 0.171
H -1.50 1.26 0.58 0.499
H 1.66 -1.69 -0.33 0.210
H 2.65 -0.34 0.20 0.181
H 1.70 -1.25 1.44 0.177
```

The LUMO energy comes out at 4.02 eV. Its charge is -1. As for the spin multiplicity: 1. The calculation puts the highest occupied orbital energy at -1.254 eV.

---

Version 3
This record from the Open Molecules 2025 dataset describes 2 unconnected molecules or ions with the total composition C2H7OS. The level of theory is the ωB97M-V functional and the def2-TZVPD basis.

```
11
Properties=species:S:1:pos:R:3:nbo_charge:R:1
O 1.33 -0.07 3.20 -0.968
H 1.07 0.80 3.51 0.467
C -0.80 0.93 0.19 -1.131
S -0.64 -0.46 -0.81 0.079
C 0.40 0.08 -2.25 -0.806
H -1.62 1.64 0.09 0.158
H -0.42 0.86 1.21 0.132
H 0.84 -0.27 2.39 0.498
H 1.25 -0.57 -2.43 0.178
H -0.23 0.03 -3.16 0.174
H 0.62 1.14 -2.07 0.219
```

The LUMO energy comes out at 4.09 eV. Its charge is -1. As for the spin multiplicity: 1. The calculation puts the highest occupied orbital energy at -1.400 eV.

---

Version 4
This record from the Open Molecules 2025 dataset describes 2 unconnected molecules or ions with the total composition C2H7OS. The level of theory is the ωB97M-V functional and the def2-TZVPD basis.

```
11
Properties=species:S:1:pos:R:3:nbo_charge:R:1
C -1.06 0.43 -0.28 -0.637
C -0.64 -0.11 1.10 -0.529
S 0.97 0.59 1.71 -0.770
H -2.09 0.77 -0.22 0.179
H -0.96 -0.25 -1.13 0.185
H -0.45 1.28 -0.54 0.219
H -0.42 -1.18 1.03 0.179
H -1.35 0.17 1.86 0.183
H 1.42 -1.03 -0.95 0.479
H 2.49 0.01 -1.02 0.486
O 2.08 -0.68 -1.57 -0.973
```

The LUMO energy comes out at 4.37 eV. Its charge is -1. As for the spin multiplicity: 1. The calculation puts the highest occupied orbital energy at -2.432 eV.

---

Least stable structure: version 2

---

Version 1
This record from the Open Molecules 2025 dataset describes a single C6H6 molecule. The level of theory is the ωB97M-V functional and the def2-TZVPD basis.

```
12
Properties=species:S:1:pos:R:3:nbo_charge:R:1
C -1.91 0.70 0.16 -0.588
C -1.28 -0.66 -0.13 -0.482
C 0.12 -0.48 -0.51 0.106
C 1.30 -0.25 -0.60 -0.122
C 2.66 -0.08 -0.37 -0.077
C 3.80 0.00 0.00 -0.177
H -2.96 0.59 0.46 0.211
H -1.36 1.20 0.97 0.214
H -1.87 1.34 -0.72 0.213
H -1.84 -1.21 -0.90 0.232
H -1.28 -1.28 0.77 0.234
H 4.78 0.02 0.42 0.237
```

The LUMO energy comes out at 0.99 eV. As for the spin multiplicity: 1. The calculation puts the highest occupied orbital energy at -9.248 eV.

---

Version 2
This record from the Open Molecules 2025 dataset describes a single C6H6 molecule. The level of theory is the ωB97M-V functional and the def2-TZVPD basis.

```
12
Properties=species:S:1:pos:R:3:nbo_charge:R:1
C -0.81 1.27 0.41 -0.574
C 0.24 0.14 0.44 -0.371
C -0.44 -1.17 0.44 0.020
C -1.03 -2.21 0.38 -0.240
C 1.20 0.17 -0.68 -0.002
C 2.02 0.09 -1.56 -0.220
H -1.51 1.12 -0.41 0.220
H -1.37 1.25 1.35 0.217
H -0.34 2.25 0.30 0.218
H 0.82 0.24 1.36 0.254
H -1.55 -3.14 0.30 0.240
H 2.76 0.00 -2.33 0.238
```

The LUMO energy comes out at 1.03 eV. As for the spin multiplicity: 1. The calculation puts the highest occupied orbital energy at -10.026 eV.

---

Least stable structure: version 2